1.
This record from OMol25 describes an isolated molecule of C16H11ClFN3O in a non-equilibrium geometry. The level of theory is ωB97M-V/def2-TZVPD.

Geometry as XYZ:
```
33
Properties=species:S:1:pos:R:3
O -1.145 1.568 2.771
C -0.510 1.200 1.806
N 0.624 0.428 1.877
C 1.259 -0.095 3.003
C 2.467 -0.768 2.814
C 3.142 -1.320 3.885
C 2.599 -1.193 5.150
C 1.404 -0.530 5.363
C 0.732 0.020 4.288
H -0.197 0.543 4.436
H 1.008 -0.447 6.363
F 3.254 -1.732 6.201
H 4.076 -1.842 3.749
H 2.881 -0.859 1.819
H 1.117 0.273 1.009
C -0.908 1.558 0.429
C -0.763 0.758 -0.637
C -1.185 1.057 -1.970
C -1.630 2.239 -2.578
N -1.893 2.073 -3.876
C -1.635 0.799 -4.137
C -1.748 0.100 -5.343
C -1.423 -1.229 -5.370
C -0.987 -1.872 -4.195
C -0.883 -1.180 -3.026
N -1.194 0.137 -2.994
H -0.564 -1.644 -2.106
H -0.737 -2.920 -4.214
H -1.501 -1.793 -6.285
H -2.091 0.635 -6.212
Cl -1.818 3.759 -1.858
H -0.313 -0.221 -0.513
H -1.437 2.494 0.352
```

The highest occupied orbital energy is -8.16 eV. The total energy comes out at -1415.894065 Ha. The structure (SMILES) is O=C(/C=C/c1c(Cl)nc2ccccn12)Nc1ccc(F)cc1. The largest force on an atom is 1.1 eV/A.

2.
This record from OMol25 describes a structure of composition C16H11N5SbSe5Tc. The level of theory is ωB97M-V/def2-TZVPD.

Geometry as XYZ:
```
39
Properties=species:S:1:pos:R:3
Tc -2.064 0.236 1.384
Se -7.006 -0.773 1.724
Sb -5.421 0.761 2.583
Se -3.188 -0.702 3.094
Se -3.818 1.408 0.536
Se -5.623 2.487 4.120
N 3.973 -0.297 -7.436
C 3.255 -0.428 -6.551
C 2.356 -0.592 -5.440
C 1.133 -1.230 -5.633
C 0.266 -1.393 -4.566
C 0.644 -0.925 -3.318
C 1.859 -0.291 -3.110
C 2.716 -0.117 -4.183
N -0.247 -1.109 -2.210
C -0.941 -2.258 -1.898
C -1.628 -1.994 -0.760
N -1.362 -0.697 -0.373
C -0.520 -0.198 -1.267
H 0.859 -1.584 -6.617
H -0.699 -1.859 -4.711
H 2.145 0.050 -2.124
H 3.670 0.374 -4.047
H -0.866 -3.144 -2.501
H -2.303 -2.619 -0.202
H -0.159 0.817 -1.303
Se 1.329 -0.560 1.443
N -0.064 0.335 2.186
C 0.361 0.884 3.317
C -0.419 1.689 4.202
C 0.185 2.175 5.312
C 1.565 1.910 5.628
C 2.340 1.162 4.815
C 1.751 0.627 3.620
N 2.413 -0.107 2.751
H -1.456 1.897 3.977
H -0.387 2.791 5.993
H 1.973 2.329 6.538
H 3.376 0.945 5.026
```

The net charge is +1. The highest occupied orbital energy (spin up / spin down) is -10.98 / -10.79 eV. Its spin multiplicity is 2. The total energy comes out at -13218.051740 Ha. The largest force on an atom is 0.9 eV/A.

3.
This record from OMol25 describes a structure of composition C16H12N3O3PtS3 in a non-equilibrium geometry. The level of theory is ωB97M-V/def2-TZVPD.

Geometry as XYZ:
```
38
Properties=species:S:1:pos:R:3
Pt 0.010 0.115 -0.287
O -0.117 -0.718 2.041
N -1.045 -0.077 2.662
C -1.828 -0.727 3.546
C -2.779 -0.083 4.301
C -2.964 1.291 4.143
C -2.198 1.947 3.200
C -1.247 1.269 2.439
S -0.320 2.068 1.258
H -1.633 -1.786 3.606
H -3.370 -0.642 5.013
H -3.696 1.830 4.730
H -2.312 3.004 3.013
O 2.718 -3.185 -0.772
C 1.710 -2.523 -1.044
O 1.660 -1.262 -0.980
C 0.524 -3.291 -1.622
C 0.870 -4.430 -2.342
C -0.061 -5.240 -2.962
C -1.407 -4.922 -2.860
C -1.777 -3.810 -2.143
C -0.842 -2.972 -1.513
S -1.573 -1.686 -0.608
H 1.920 -4.680 -2.406
H 0.253 -6.109 -3.526
H -2.162 -5.538 -3.338
H -2.821 -3.546 -2.045
S -0.145 1.714 -2.294
C 1.028 2.756 -1.617
N 2.091 2.112 -0.985
C 2.997 2.871 -0.253
C 2.899 4.233 -0.305
C 1.877 4.805 -1.071
N 0.945 4.047 -1.713
H 1.963 1.113 -0.786
H 3.742 2.329 0.306
H 3.595 4.852 0.245
H 1.731 5.874 -1.146
```

The net charge is -2. The highest occupied orbital energy (spin up / spin down) is 0.33 / 0.40 eV. Its spin multiplicity is 2. For the energy relative to the best compared isomer or geometry (same formula, charge and spin), the calculation gives 165.20 kJ/mol. The total energy comes out at -2320.732625 Ha. The largest force on an atom is 3.8 eV/A.

4.
This record from OMol25 describes an isolated molecule of C16H13BrN4O3S2 in a non-equilibrium geometry. The level of theory is ωB97M-V/def2-TZVPD.

Geometry as XYZ:
```
39
Properties=species:S:1:pos:R:3
C -3.606 -3.191 0.491
C -3.840 -1.723 0.645
C -4.558 -1.219 1.723
C -4.799 0.136 1.859
C -4.331 1.022 0.904
C -3.606 0.545 -0.174
C -3.356 -0.815 -0.298
N -2.602 -1.309 -1.396
S -0.995 -1.578 -1.136
O -0.778 -2.193 0.132
O -0.442 -2.174 -2.309
C -0.278 0.067 -1.035
N -0.777 1.124 -1.564
N -0.032 2.206 -1.418
C 1.077 1.988 -0.781
N 1.943 2.997 -0.503
C 3.206 2.972 0.070
O 3.689 3.993 0.490
C 3.905 1.661 0.077
C 4.446 1.177 1.264
C 5.149 -0.013 1.274
C 5.329 -0.701 0.085
C 4.824 -0.217 -1.112
C 4.108 0.964 -1.113
H 3.719 1.354 -2.042
H 4.988 -0.759 -2.030
Br 6.300 -2.331 0.091
H 5.560 -0.400 2.193
H 4.308 1.735 2.177
H 1.558 3.927 -0.644
S 1.259 0.306 -0.264
H -2.711 -0.776 -2.247
H -3.228 1.223 -0.926
H -4.525 2.079 0.996
H -5.361 0.501 2.706
H -4.939 -1.907 2.463
H -2.592 -3.435 0.805
H -3.705 -3.481 -0.552
H -4.309 -3.757 1.097
```

The highest occupied orbital energy is -9.23 eV. For the energy relative to the best compared isomer or geometry (same formula, charge and spin), the calculation gives 19.30 kJ/mol. The total energy comes out at -4432.637842 Ha. The structure (SMILES) is Cc1ccccc1NS(=O)(=O)c1nnc(NC(=O)c2ccc(Br)cc2)s1. The largest force on an atom is 1.7 eV/A.

5.
This record from OMol25 describes an isolated molecule of C16H13Cl3N2O4. The level of theory is ωB97M-V/def2-TZVPD.

Geometry as XYZ:
```
38
Properties=species:S:1:pos:R:3
C 9.532 -1.686 -1.077
C 8.515 -0.687 -0.546
O 7.230 -1.252 -0.719
C 6.140 -0.548 -0.323
C 6.168 0.716 0.258
C 4.986 1.336 0.622
C 3.760 0.716 0.419
C 3.728 -0.549 -0.164
C 4.904 -1.166 -0.527
H 4.893 -2.144 -0.980
H 2.784 -1.037 -0.331
N 2.601 1.405 0.817
C 1.312 0.998 0.744
O 0.913 -0.057 0.317
C 0.338 2.058 1.304
H 0.457 2.158 2.385
H 0.506 3.019 0.803
O -0.993 1.629 1.095
C -1.393 1.628 -0.182
O -0.761 2.091 -1.089
C -2.761 1.023 -0.323
N -3.619 1.718 -1.052
C -4.834 1.260 -1.252
C -5.272 0.045 -0.731
C -4.382 -0.712 0.030
C -3.092 -0.213 0.247
Cl -1.969 -1.128 1.151
Cl -4.853 -2.217 0.689
Cl -6.865 -0.512 -1.019
H -5.489 1.877 -1.849
H 2.776 2.327 1.192
H 5.024 2.318 1.072
H 7.100 1.230 0.433
H 8.700 -0.487 0.519
H 8.589 0.259 -1.100
H 9.452 -2.621 -0.531
H 9.344 -1.882 -2.129
H 10.536 -1.288 -0.961
```

The highest occupied orbital energy is -8.11 eV. For the energy relative to the best compared isomer or geometry (same formula, charge and spin), the calculation gives 5.12 kJ/mol. The total energy comes out at -2408.578780 Ha. The structure (SMILES) is CCOc1ccc(NC(=O)COC(=O)c2ncc(Cl)c(Cl)c2Cl)cc1. The largest force on an atom is 0.7 eV/A.

6.
This record from OMol25 describes a structure of composition C16H13F3N2O7RhTe4. The level of theory is ωB97M-V/def2-TZVPD.

Geometry as XYZ:
```
46
Properties=species:S:1:pos:R:3
Rh 0.331 -1.361 0.492
Te -1.782 -1.848 -0.961
Te -3.713 -0.848 0.489
Te -0.817 -2.581 2.453
Te 1.756 -2.446 2.461
F 2.108 -4.511 -3.193
C 2.284 -4.889 -1.900
F 3.498 -5.451 -1.827
F 1.387 -5.856 -1.653
C 2.118 -3.650 -0.968
O 3.145 -3.131 -0.546
O 0.913 -3.304 -0.846
O 3.871 5.613 -0.213
C 4.776 4.881 -0.998
N 4.215 3.663 -1.543
C 3.857 2.682 -0.656
O 4.087 2.791 0.535
C 3.187 1.482 -1.238
C 3.401 1.049 -2.540
C 2.740 -0.081 -2.984
C 1.884 -0.735 -2.117
N 1.672 -0.318 -0.867
C 2.317 0.764 -0.429
H 3.682 5.071 0.565
H 5.659 4.603 -0.419
H 5.071 5.519 -1.827
H 3.697 3.727 -2.403
H 4.098 1.569 -3.186
H 2.889 -0.469 -3.981
H 1.345 -1.626 -2.412
H 2.111 1.072 0.587
O -3.408 2.307 2.909
C -3.024 2.532 1.646
C -3.844 3.302 0.817
C -3.483 3.532 -0.497
C -2.301 3.006 -1.014
C -1.490 2.245 -0.192
C -1.828 1.995 1.135
C -0.947 1.133 2.004
O -1.323 0.907 3.175
O 0.116 0.688 1.479
H -2.685 1.714 3.286
H -4.763 3.698 1.229
H -4.133 4.124 -1.130
H -2.029 3.181 -2.046
H -0.573 1.807 -0.566
```

The net charge is -1. The highest occupied orbital energy (spin up / spin down) is -4.88 / -5.21 eV. Its spin multiplicity is 5. For the energy relative to the best compared isomer or geometry (same formula, charge and spin), the calculation gives 29.46 kJ/mol. The total energy comes out at -2736.137943 Ha. The largest force on an atom is 0.2 eV/A.